#w
A single C2H4N2O molecule. Source: the Open Molecules 2025 dataset; level of theory: ωB97M-V/def2-TZVPD.

Structure (XYZ):
```
9
Properties=species:S:1:pos:R:3:nbo_charge:R:1
H 2.541 -0.965 0.080 0.352
N 1.524 -0.825 0.173 -0.624
C 1.198 0.363 -0.117 0.273
N -0.063 0.912 -0.078 -0.656
C -1.261 0.239 0.127 0.540
O -1.512 -0.900 -0.152 -0.524
H 1.926 1.168 -0.470 0.145
H -0.214 1.828 0.305 0.398
H -2.004 0.939 0.576 0.096
```

Properties
**HOMO-LUMO gap**: 10.463 eV
**SMILES**: [H]/N=C/NC=O
**Highest occupied orbital energy**: -0.362 hartree

#x
A 2-piece molecular cluster, C2H4N2O overall. Source: the Open Molecules 2025 dataset; level of theory: ωB97M-V/def2-TZVPD.

Structure (XYZ):
```
9
Properties=species:S:1:pos:R:3:nbo_charge:R:1
C 0.053 0.587 -0.458 0.277
C -2.944 -0.513 0.400 0.491
N 0.409 1.597 0.202 -0.705
N 0.227 -0.729 -0.153 -0.830
O -3.295 0.432 -0.106 -0.492
H -0.422 0.761 -1.421 0.159
H 0.857 1.380 1.091 0.321
H 0.584 -0.981 0.752 0.386
H -0.258 -1.444 -0.666 0.393
```

Properties
**HOMO-LUMO gap**: 10.480 eV
**Highest occupied orbital energy**: -0.347 hartree

Winner for stability: #x

#w
A single C2H4N2O molecule. Source: the Open Molecules 2025 dataset; level of theory: ωB97M-V/def2-TZVPD.

Structure (XYZ):
```
9
Properties=species:S:1:pos:R:3:nbo_charge:R:1
H -1.999 -1.359 -0.061 0.341
N -1.064 -1.209 0.048 -0.579
C -1.011 -0.002 0.022 0.265
N 0.278 0.640 -0.157 -0.639
C 1.412 -0.026 0.051 0.510
O 1.727 -1.197 -0.084 -0.541
H -1.983 0.704 -0.338 0.148
H 0.415 1.778 0.352 0.401
H 2.225 0.672 0.167 0.093
```

Properties
**HOMO-LUMO gap**: 9.836 eV
**SMILES**: [H]/N=C/NC=O
**Highest occupied orbital energy**: -0.350 hartree

#x
A single C2H4N2O molecule. Source: the Open Molecules 2025 dataset; level of theory: ωB97M-V/def2-TZVPD.

Structure (XYZ):
```
9
Properties=species:S:1:pos:R:3:nbo_charge:R:1
C -0.184 -1.411 0.770 -0.148
N 0.238 -0.255 1.156 -0.224
N 0.285 0.891 0.365 -0.474
C -0.011 0.924 -1.027 0.491
O 0.097 1.973 -1.622 -0.565
H -0.062 -2.263 1.488 0.199
H -0.734 -1.576 -0.164 0.158
H 0.902 1.622 0.711 0.412
H -0.530 0.095 -1.677 0.151
```

Properties
**HOMO-LUMO gap**: 10.389 eV
**SMILES**: C=NNC=O
**Highest occupied orbital energy**: -0.358 hartree

#y
A single C2H4N2O molecule. Source: the Open Molecules 2025 dataset; level of theory: ωB97M-V/def2-TZVPD.

Structure (XYZ):
```
9
Properties=species:S:1:pos:R:3:nbo_charge:R:1
C -1.195 -0.225 0.167 -0.429
N 0.084 0.274 0.042 -0.148
C 1.275 0.097 -0.680 0.112
N 2.038 0.510 0.304 -0.173
O 0.905 0.588 1.204 -0.223
H -1.698 -0.696 -0.793 0.234
H -1.160 -0.946 0.929 0.207
H -1.816 0.658 0.441 0.210
H 1.567 -0.261 -1.614 0.210
```

Properties
**HOMO-LUMO gap**: 10.134 eV
**SMILES**: Cn1cno1
**Highest occupied orbital energy**: -0.342 hartree

#z
A 2-piece molecular cluster, C2H4N2O overall. Source: the Open Molecules 2025 dataset; level of theory: ωB97M-V/def2-TZVPD.

Structure (XYZ):
```
9
Properties=species:S:1:pos:R:3:nbo_charge:R:1
C 1.450 0.941 -0.590 0.284
C -2.088 -0.884 -0.132 -0.062
N -1.348 -0.400 2.063 -0.483
N -1.873 -0.612 0.977 0.003
O 0.685 1.260 0.288 -0.493
H 1.458 -0.152 -1.114 0.097
H -2.860 -1.384 -0.608 0.208
H 2.314 1.563 -0.964 0.110
H -1.749 0.454 2.403 0.336
```

Properties
**HOMO-LUMO gap**: 9.689 eV
**Highest occupied orbital energy**: -0.322 hartree

Winner for stability: #x

#w
A single C2H4N2O molecule. Source: the Open Molecules 2025 dataset; level of theory: ωB97M-V/def2-TZVPD.

Structure (XYZ):
```
9
Properties=species:S:1:pos:R:3:nbo_charge:R:1
C 1.667 -0.461 0.021 -0.112
N 0.432 -0.626 -0.188 -0.214
N -0.491 0.516 -0.347 -0.482
C -1.719 0.095 0.069 0.518
O -2.052 -1.059 -0.090 -0.529
H 2.116 0.476 0.444 0.143
H 2.284 -1.300 -0.141 0.195
H -0.045 1.354 -0.170 0.367
H -2.192 1.004 0.402 0.113
```

Properties
**HOMO-LUMO gap**: 10.307 eV
**SMILES**: C=NNC=O
**Highest occupied orbital energy**: -0.348 hartree

#x
A 2-piece molecular cluster, C2H4N2O overall. Source: the Open Molecules 2025 dataset; level of theory: ωB97M-V/def2-TZVPD.

Structure (XYZ):
```
9
Properties=species:S:1:pos:R:3:nbo_charge:R:1
C 2.266 0.125 0.544 0.376
C -1.579 -0.028 -0.510 -0.465
N 0.057 -0.095 1.224 -0.088
N -0.266 -0.110 0.099 -0.136
O 2.034 -0.170 -0.581 -0.476
H 3.123 0.534 1.076 0.140
H -1.781 0.871 -1.041 0.229
H -2.356 -0.195 0.280 0.192
H -1.497 -0.931 -1.091 0.227
```

Properties
**HOMO-LUMO gap (spin up / spin down)**: 7.976 / 8.287 eV
**Highest occupied orbital energy (spin up / spin down)**: -0.269 / -0.272 hartree

Winner for stability: #w

#w
A single C2H4N2O molecule. Source: the Open Molecules 2025 dataset; level of theory: ωB97M-V/def2-TZVPD.

Structure (XYZ):
```
9
Properties=species:S:1:pos:R:3:nbo_charge:R:1
H -1.448 -2.128 0.080 0.372
N -0.543 -1.526 0.088 -0.677
C -0.404 -0.288 -0.057 0.489
O -1.332 0.728 -0.280 -0.676
C 0.907 0.208 0.262 0.059
N 1.963 -0.206 -0.347 -0.580
H 2.893 0.028 -0.119 0.355
H -2.226 0.246 -0.342 0.486
H 1.030 0.937 1.076 0.171
```

Properties
**HOMO-LUMO gap**: 10.376 eV
**SMILES**: [H]/N=C(O)/C=N/[H]
**Highest occupied orbital energy**: -0.358 hartree

#x
A 2-piece molecular cluster, C2H4N2O overall. Source: the Open Molecules 2025 dataset; level of theory: ωB97M-V/def2-TZVPD.

Structure (XYZ):
```
9
Properties=species:S:1:pos:R:3:nbo_charge:R:1
C -1.607 0.766 0.372 0.438
C 0.866 0.375 -0.210 0.404
N -2.127 0.252 -0.605 -0.592
N 2.007 0.851 -0.426 -0.714
O 0.271 0.461 0.897 -0.554
H -2.168 1.335 1.012 0.199
H 0.434 -0.328 -0.951 0.060
H -1.723 -0.352 -1.358 0.418
H 2.514 0.359 -1.130 0.340
```

Properties
**HOMO-LUMO gap**: 8.983 eV
**Highest occupied orbital energy**: -0.337 hartree

#y
A 2-piece molecular cluster, C2H4N2O overall. Source: the Open Molecules 2025 dataset; level of theory: ωB97M-V/def2-TZVPD.

Structure (XYZ):
```
9
Properties=species:S:1:pos:R:3:nbo_charge:R:1
C 1.937 0.051 -0.587 0.216
N 2.424 0.927 0.186 -0.255
N 2.755 -0.582 0.338 -0.522
H 1.577 0.119 -1.603 0.212
H 2.225 -1.071 1.117 0.329
C -0.904 1.046 0.272 0.286
O -0.443 -0.026 0.064 -0.505
H -0.507 1.973 0.825 0.141
H -2.070 1.038 0.185 0.098
```

Properties
**HOMO-LUMO gap**: 9.279 eV
**SMILES**: C1=NN1.C=O
**Highest occupied orbital energy**: -0.328 hartree

Winner for stability: #w

#w
A single C2H4N2O molecule. Source: the Open Molecules 2025 dataset; level of theory: ωB97M-V/def2-TZVPD.

Structure (XYZ):
```
9
Properties=species:S:1:pos:R:3:nbo_charge:R:1
H -2.132 1.201 -0.319 0.347
N -1.432 0.562 -0.229 -0.506
C -0.273 1.020 0.004 -0.003
C 0.846 0.106 0.144 0.639
N 0.498 -1.518 -0.346 -0.883
O 2.040 0.260 0.275 -0.489
H 0.049 2.018 0.312 0.183
H -0.510 -1.787 -0.303 0.366
H 0.915 -1.862 0.463 0.345
```

Properties
**HOMO-LUMO gap**: 9.217 eV
**SMILES**: [H]/N=C/C(N)=O
**Highest occupied orbital energy**: -0.365 hartree

#x
A single C2H4N2O molecule. Source: the Open Molecules 2025 dataset; level of theory: ωB97M-V/def2-TZVPD.

Structure (XYZ):
```
9
Properties=species:S:1:pos:R:3:nbo_charge:R:1
H 1.002 -0.478 2.384 0.356
N 0.477 -0.008 1.616 -0.683
C 0.583 -0.628 0.491 0.278
N -0.094 -0.214 -0.629 -0.638
C -0.772 0.945 -0.829 0.533
O -1.108 1.307 -1.954 -0.575
H 1.025 -1.608 0.314 0.164
H -0.059 -0.743 -1.510 0.415
H -1.055 1.426 0.118 0.150
```

Properties
**HOMO-LUMO gap**: 10.784 eV
**SMILES**: [H]/N=C/NC=O
**Highest occupied orbital energy**: -0.370 hartree

Winner for stability: #x

#w
A single C2H4N2O molecule. Source: the Open Molecules 2025 dataset; level of theory: ωB97M-V/def2-TZVPD.

Structure (XYZ):
```
9
Properties=species:S:1:pos:R:3:nbo_charge:R:1
H 1.360 1.719 1.325 0.342
N 0.503 1.254 1.027 -0.583
C 0.667 0.746 -0.117 0.257
N -0.315 -0.088 -0.756 -0.760
C -0.943 -1.051 0.112 0.547
O -1.380 -0.833 1.204 -0.477
H 1.593 0.823 -0.702 0.154
H -1.086 0.453 -1.146 0.403
H -0.981 -2.049 -0.357 0.116
```

Properties
**HOMO-LUMO gap**: 10.744 eV
**SMILES**: [H]/N=C/NC=O
**Highest occupied orbital energy**: -0.366 hartree

#x
C2H4N2O as an isolated structure. Source: the Open Molecules 2025 dataset; level of theory: ωB97M-V/def2-TZVPD.

Structure (XYZ):
```
9
Properties=species:S:1:pos:R:3:nbo_charge:R:1
C 1.834 0.094 -0.090 0.193
C 0.592 -0.599 -0.373 0.178
N 2.669 0.775 0.283 -0.290
N -0.664 0.648 0.301 -0.813
O 0.539 -1.782 0.261 -0.649
H 0.423 -0.737 -1.383 0.206
H -0.641 1.270 -0.624 0.345
H 0.068 1.131 0.924 0.347
H 0.760 -1.705 1.154 0.484
```

Properties
**HOMO-LUMO gap**: 11.089 eV
**Highest occupied orbital energy**: -0.386 hartree

#y
A single C2H4N2O molecule. Source: the Open Molecules 2025 dataset; level of theory: ωB97M-V/def2-TZVPD.

Structure (XYZ):
```
9
Properties=species:S:1:pos:R:3:nbo_charge:R:1
H -1.538 1.637 1.515 0.350
N -0.670 1.116 1.380 -0.593
C -0.808 0.150 0.578 0.266
N 0.298 -0.696 0.267 -0.676
C 1.056 -0.434 -0.855 0.542
O 2.214 -0.754 -0.981 -0.570
H -1.721 -0.154 0.058 0.159
H 0.843 -1.036 1.050 0.412
H 0.489 0.097 -1.644 0.109
```

Properties
**HOMO-LUMO gap**: 11.139 eV
**SMILES**: [H]/N=C/NC=O
**Highest occupied orbital energy**: -0.376 hartree

Winner for stability: #y